1.
Here is a cluster of 4 separate species, C54H37N2O8P in total at a distorted geometry from the OMol25 dataset. Energies are from ωB97M-V with the def2-TZVPD basis set.

Geometry (Å):
C (1.53, 3.44, 8.22)
P (2.15, 2.01, 7.23)
C (1.05, 2.17, 5.74)
C (3.76, 2.61, 6.58)
C (4.35, 3.76, 7.16)
C (5.53, 4.27, 6.69)
C (6.19, 3.68, 5.60)
N (7.32, 4.28, 5.11)
C (7.83, 3.67, 4.07)
C (7.31, 2.49, 3.51)
N (6.24, 1.91, 3.98)
C (5.64, 2.52, 5.04)
C (4.43, 1.97, 5.55)
C (3.90, 0.69, 4.94)
C (4.84, -0.47, 5.22)
O (4.95, -0.90, 6.32)
O (5.50, -1.01, 4.16)
H (1.93, 4.38, 7.85)
H (0.46, 3.45, 8.06)
H (1.72, 3.30, 9.27)
H (0.93, 1.22, 5.23)
H (1.50, 2.88, 5.04)
H (0.08, 2.55, 6.05)
H (3.88, 4.26, 7.98)
H (5.96, 5.16, 7.13)
H (8.70, 4.11, 3.61)
H (7.80, 2.06, 2.66)
H (2.98, 0.40, 5.42)
H (3.77, 0.78, 3.87)
H (6.44, -0.90, 4.33)
O (2.09, 3.11, 2.44)
C (2.38, 3.87, 1.54)
C (1.61, 3.86, 0.26)
C (0.54, 2.99, 0.11)
C (-0.19, 2.99, -1.06)
C (0.13, 3.87, -2.09)
C (1.21, 4.73, -1.95)
C (1.96, 4.73, -0.78)
C (3.12, 5.65, -0.66)
O (3.45, 6.37, -1.58)
C (3.87, 5.67, 0.63)
C (4.94, 6.55, 0.78)
C (5.63, 6.60, 1.98)
C (5.25, 5.77, 3.03)
C (4.19, 4.89, 2.88)
C (3.50, 4.84, 1.68)
H (0.29, 2.32, 0.92)
H (-1.03, 2.32, -1.18)
H (-0.45, 3.88, -3.00)
H (1.47, 5.41, -2.75)
H (5.22, 7.19, -0.04)
H (6.46, 7.28, 2.10)
H (5.77, 5.81, 3.97)
H (3.89, 4.25, 3.70)
O (-3.42, 1.44, -2.21)
C (-4.20, 0.52, -2.06)
C (-5.65, 0.69, -2.35)
C (-6.11, 1.92, -2.81)
C (-7.45, 2.09, -3.12)
C (-8.34, 1.03, -2.95)
C (-7.89, -0.19, -2.48)
C (-6.55, -0.36, -2.17)
C (-6.09, -1.67, -1.64)
O (-6.88, -2.58, -1.44)
C (-4.64, -1.85, -1.37)
C (-4.19, -3.08, -0.91)
C (-2.84, -3.28, -0.69)
C (-1.93, -2.26, -0.93)
C (-2.38, -1.02, -1.37)
C (-3.73, -0.82, -1.59)
H (-5.41, 2.73, -2.94)
H (-7.80, 3.04, -3.48)
H (-9.39, 1.17, -3.20)
H (-8.58, -1.01, -2.34)
H (-4.89, -3.88, -0.72)
H (-2.48, -4.24, -0.34)
H (-0.87, -2.42, -0.76)
H (-1.68, -0.22, -1.56)
O (-4.71, -8.43, -7.26)
C (-3.91, -7.85, -6.55)
C (-2.44, -8.05, -6.74)
C (-1.99, -8.90, -7.74)
C (-0.63, -9.08, -7.94)
C (0.28, -8.40, -7.14)
C (-0.16, -7.57, -6.13)
C (-1.52, -7.39, -5.92)
C (-1.98, -6.50, -4.82)
O (-1.18, -5.97, -4.07)
C (-3.44, -6.29, -4.65)
C (-3.89, -5.43, -3.65)
C (-5.24, -5.20, -3.49)
C (-6.16, -5.81, -4.34)
C (-5.72, -6.67, -5.33)
C (-4.36, -6.92, -5.49)
H (-2.71, -9.42, -8.36)
H (-0.29, -9.73, -8.73)
H (1.34, -8.53, -7.31)
H (0.55, -7.05, -5.50)
H (-3.17, -4.95, -3.00)
H (-5.59, -4.53, -2.72)
H (-7.22, -5.62, -4.22)
H (-6.43, -7.16, -5.99)

Results
Structure (SMILES): CP(C)c1ccc2nccnc2c1CC(=O)O.O=C1c2ccccc2C(=O)c2ccccc21.O=C1c2ccccc2C(=O)c2ccccc21.O=C1c2ccccc2C(=O)c2ccccc21
DFT total energy (Eh): -3132.86160
Kohn-Sham gap (eV): 6.97
LUMO (eV): -1.23



2.
Here is a structure of composition C54H40AsClN7O3S2Ti at a distorted geometry from the OMol25 dataset. Energies are from ωB97M-V with the def2-TZVPD basis set.

Geometry (Å):
Ti (1.23, 0.19, 0.43)
Cl (0.64, -5.45, 4.93)
C (0.95, -4.25, 3.73)
C (1.64, -4.62, 2.57)
C (1.89, -3.68, 1.60)
C (1.49, -2.34, 1.76)
O (1.75, -1.48, 0.84)
C (0.83, -1.96, 2.97)
C (0.62, -0.58, 3.26)
N (0.98, 0.39, 2.45)
C (1.05, 1.70, 2.86)
C (0.61, 2.24, 4.07)
C (0.83, 3.58, 4.37)
C (1.50, 4.41, 3.49)
C (1.95, 3.93, 2.25)
C (2.62, 4.71, 1.28)
C (3.07, 4.11, 0.12)
C (2.82, 2.76, -0.09)
N (2.12, 2.01, 0.76)
C (1.71, 2.56, 1.93)
C (0.54, -2.95, 3.92)
H (1.99, -5.63, 2.45)
H (2.42, -3.93, 0.69)
H (0.24, -0.36, 4.25)
H (0.07, 1.62, 4.77)
H (0.48, 3.96, 5.31)
H (1.69, 5.44, 3.76)
H (2.78, 5.76, 1.46)
H (3.61, 4.67, -0.61)
H (3.19, 2.25, -0.98)
H (0.01, -2.68, 4.82)
C (-1.05, 3.99, -0.47)
C (-0.97, 4.13, -1.86)
C (-0.40, 3.12, -2.58)
C (0.09, 1.97, -1.92)
N (0.03, 1.86, -0.58)
C (-0.54, 2.85, 0.11)
N (0.50, 0.96, -2.71)
C (1.37, 0.04, -2.39)
N (2.16, -0.04, -1.28)
C (3.08, -1.06, -1.47)
N (4.03, -1.48, -0.69)
C (4.36, -1.00, 0.53)
C (5.35, -1.72, 1.24)
C (5.73, -1.30, 2.49)
C (5.16, -0.14, 3.02)
C (4.20, 0.51, 2.26)
N (3.79, 0.10, 1.07)
C (2.83, -1.68, -2.76)
C (3.42, -2.74, -3.42)
C (2.90, -3.12, -4.65)
C (1.83, -2.43, -5.22)
C (1.24, -1.36, -4.58)
C (1.74, -1.00, -3.34)
H (-1.50, 4.74, 0.15)
H (-1.35, 5.01, -2.35)
H (-0.32, 3.15, -3.65)
H (-0.61, 2.72, 1.18)
H (5.78, -2.59, 0.79)
H (6.46, -1.85, 3.07)
H (5.45, 0.24, 3.98)
H (3.75, 1.42, 2.64)
H (4.26, -3.26, -2.98)
H (3.34, -3.95, -5.18)
H (1.46, -2.75, -6.18)
H (0.42, -0.82, -5.02)
C (-3.57, 4.46, 2.82)
O (-2.91, 3.36, 2.23)
C (-2.85, 2.21, 2.95)
S (-3.40, 2.11, 4.51)
S (-2.16, 0.92, 2.12)
H (-3.65, 5.22, 2.05)
H (-3.00, 4.85, 3.67)
H (-4.56, 4.17, 3.17)
O (-0.42, -0.62, 0.06)
As (-1.72, -0.83, -0.92)
C (-1.31, -2.42, -1.96)
C (-0.10, -3.08, -1.77)
C (0.16, -4.27, -2.43)
C (-0.79, -4.81, -3.28)
C (-2.00, -4.15, -3.49)
C (-2.26, -2.97, -2.82)
C (-2.40, 0.50, -2.20)
C (-3.19, 1.54, -1.73)
C (-3.88, 2.34, -2.64)
C (-3.76, 2.10, -4.00)
C (-2.95, 1.07, -4.46)
C (-2.27, 0.27, -3.56)
C (-3.31, -1.30, 0.09)
C (-4.57, -1.11, -0.46)
C (-5.70, -1.43, 0.28)
C (-5.57, -1.97, 1.55)
C (-4.31, -2.18, 2.09)
C (-3.18, -1.84, 1.36)
H (0.63, -2.66, -1.08)
H (1.10, -4.78, -2.26)
H (-0.60, -5.75, -3.78)
H (-2.73, -4.57, -4.16)
H (-3.21, -2.46, -2.95)
H (-3.28, 1.71, -0.66)
H (-4.53, 3.12, -2.28)
H (-4.32, 2.70, -4.71)
H (-2.86, 0.89, -5.52)
H (-1.65, -0.55, -3.91)
H (-4.67, -0.69, -1.46)
H (-6.68, -1.26, -0.14)
H (-6.45, -2.22, 2.12)
H (-4.22, -2.59, 3.09)
H (-2.19, -1.96, 1.79)

Results
Spin multiplicity: 2
Relative energy (zero: lowest compared OMol25 entry of this formula, charge and spin) (kJ/mol): 66.1
⟨S²⟩: 0.754
DFT total energy (Eh): -7032.74443
Kohn-Sham gap (spin up / spin down) (eV): 5.34 / 5.42
LUMO (spin up / spin down) (eV): -0.93 / -0.90



3.
Here is a structure of composition C54H41AsCl4F5IN4O5PRbSSe at a distorted geometry from the OMol25 dataset. Energies are from ωB97M-V with the def2-TZVPD basis set.

Geometry (Å):
Rb (-0.65, 0.20, 1.74)
I (-3.61, 1.47, -0.83)
C (-4.22, 0.95, -2.80)
C (-5.56, 0.62, -2.89)
C (-6.29, 0.58, -4.07)
C (-5.64, 0.83, -5.25)
C (-4.28, 1.17, -5.23)
C (-3.73, 1.56, -6.47)
C (-2.45, 2.00, -6.55)
C (-1.63, 2.01, -5.39)
C (-2.11, 1.57, -4.18)
P (-0.83, 1.28, -2.81)
C (-0.10, 3.01, -2.76)
C (-0.75, 3.93, -1.96)
C (-0.32, 5.24, -1.91)
C (0.79, 5.68, -2.63)
C (1.47, 4.74, -3.37)
C (1.02, 3.41, -3.46)
C (0.41, 0.36, -3.84)
C (1.76, 0.38, -3.45)
C (2.69, -0.46, -4.07)
C (2.27, -1.34, -5.06)
C (0.93, -1.41, -5.40)
C (0.00, -0.57, -4.78)
C (-3.50, 1.21, -4.03)
H (-6.11, 0.48, -1.96)
H (-7.35, 0.44, -4.03)
H (-6.19, 0.82, -6.19)
H (-4.38, 1.53, -7.33)
H (-2.07, 2.35, -7.48)
H (-0.59, 2.30, -5.47)
H (-1.63, 3.65, -1.37)
H (-0.87, 5.94, -1.33)
H (1.06, 6.74, -2.60)
H (2.38, 5.04, -3.89)
H (1.54, 2.77, -4.14)
H (2.09, 1.05, -2.67)
H (3.74, -0.52, -3.79)
H (3.01, -2.02, -5.49)
H (0.65, -2.12, -6.17)
H (-1.03, -0.58, -5.11)
Cl (-3.31, 5.39, 6.39)
C (-2.97, 4.69, 4.80)
C (-3.66, 5.12, 3.66)
Cl (-4.84, 6.38, 3.79)
C (-3.40, 4.42, 2.42)
Cl (-4.22, 4.98, 0.95)
C (-2.49, 3.37, 2.27)
O (-2.28, 2.68, 1.18)
C (-1.66, 3.01, 3.49)
O (-0.75, 2.17, 3.41)
C (-2.02, 3.67, 4.68)
Cl (-1.04, 3.16, 6.08)
O (6.08, 4.83, 0.80)
N (6.17, 4.07, 1.75)
O (7.16, 4.06, 2.48)
C (5.11, 3.08, 1.95)
C (5.47, 1.94, 2.57)
C (4.54, 0.89, 2.77)
C (4.90, -0.37, 3.39)
C (3.90, -1.26, 3.60)
C (2.59, -0.91, 3.20)
N (2.22, 0.21, 2.65)
C (3.20, 1.11, 2.38)
C (2.80, 2.33, 1.73)
N (1.50, 2.43, 1.43)
C (1.06, 3.58, 0.99)
C (1.87, 4.72, 0.77)
C (3.22, 4.59, 0.98)
C (3.74, 3.35, 1.49)
H (6.50, 1.89, 2.94)
H (5.92, -0.59, 3.66)
H (4.04, -2.24, 4.06)
H (1.81, -1.67, 3.39)
H (-0.01, 3.62, 0.87)
H (1.43, 5.63, 0.42)
H (3.86, 5.43, 0.83)
F (2.86, -9.38, 2.83)
C (2.13, -8.24, 2.88)
C (0.97, -8.12, 2.12)
F (0.62, -9.15, 1.34)
C (0.23, -6.93, 2.14)
F (-0.87, -6.92, 1.40)
C (0.60, -5.81, 2.94)
Se (-0.36, -4.18, 3.00)
C (1.81, -5.99, 3.64)
F (2.35, -5.00, 4.38)
C (2.56, -7.14, 3.59)
F (3.72, -7.23, 4.26)
C (-4.73, -0.45, 3.88)
C (-4.94, -1.66, 2.93)
C (-3.56, -1.94, 2.37)
O (-2.63, -1.33, 3.27)
C (-3.26, -0.07, 3.60)
H (-4.82, -0.71, 4.93)
H (-5.39, 0.40, 3.66)
H (-5.67, -1.45, 2.14)
H (-5.35, -2.49, 3.55)
H (-3.45, -1.51, 1.35)
H (-3.31, -3.00, 2.34)
H (-3.19, 0.62, 2.75)
H (-2.76, 0.39, 4.44)
C (3.16, -4.34, 1.11)
As (2.28, -3.68, -0.46)
C (3.55, -3.97, -1.87)
C (0.91, -5.00, -0.78)
S (1.76, -1.67, -0.48)
H (3.25, -5.40, 0.96)
H (2.48, -4.15, 1.94)
H (4.11, -3.80, 1.24)
H (3.82, -5.01, -1.99)
H (4.42, -3.35, -1.63)
H (3.13, -3.55, -2.79)
H (1.38, -5.98, -0.94)
H (0.38, -4.67, -1.66)
H (0.27, -5.04, 0.08)
N (-1.59, -3.01, -0.70)
C (-2.48, -3.75, -0.86)
H (-0.75, -2.41, -0.66)

Results
Relative energy (zero: lowest compared OMol25 entry of this formula, charge and spin) (kJ/mol): 0.0
DFT total energy (Eh): -10716.19920
Charge: -2
Kohn-Sham gap (eV): 3.90
LUMO (eV): 2.47



4.
Here is a structure of composition C54H41AsMoN8O9S2 from the OMol25 dataset. Energies are from ωB97M-V with the def2-TZVPD basis set.

Geometry (Å):
Mo (0.55, 0.89, -0.22)
N (2.44, 3.00, -3.58)
C (2.12, 2.58, -2.33)
S (0.50, 2.94, -1.75)
N (3.03, 1.99, -1.62)
N (2.55, 1.70, -0.34)
C (3.31, 2.06, 0.62)
C (2.96, 2.03, 2.02)
C (3.97, 2.21, 2.97)
C (3.67, 2.34, 4.31)
C (2.33, 2.34, 4.70)
C (1.32, 2.19, 3.78)
C (1.60, 2.00, 2.42)
O (0.62, 1.83, 1.57)
H (1.68, 3.22, -4.20)
H (3.29, 2.64, -3.97)
H (4.28, 2.46, 0.34)
H (5.00, 2.25, 2.64)
H (4.46, 2.46, 5.04)
H (2.08, 2.45, 5.75)
H (0.28, 2.17, 4.09)
N (-1.44, -0.15, 3.25)
C (-0.41, -0.90, 3.73)
N (0.79, -0.82, 3.29)
C (1.66, -1.57, 4.07)
C (3.04, -1.62, 3.92)
C (3.78, -2.44, 4.76)
C (3.16, -3.20, 5.75)
C (1.78, -3.14, 5.92)
C (1.05, -2.31, 5.09)
S (-0.66, -1.98, 5.10)
H (-1.24, 0.31, 2.37)
H (-2.37, -0.53, 3.32)
H (3.51, -1.01, 3.17)
H (4.85, -2.48, 4.65)
H (3.75, -3.84, 6.39)
H (1.30, -3.72, 6.70)
O (-1.00, -1.65, 0.71)
C (-0.08, -0.93, 0.43)
O (-1.49, 1.24, 0.03)
As (-3.03, 1.81, -0.11)
C (-3.82, 1.13, -1.72)
C (-5.00, 1.66, -2.25)
C (-5.57, 1.06, -3.37)
C (-4.98, -0.06, -3.94)
C (-3.81, -0.58, -3.40)
C (-3.22, 0.02, -2.29)
C (-3.05, 3.71, 0.08)
C (-4.21, 4.46, -0.03)
C (-4.15, 5.84, 0.14)
C (-2.93, 6.45, 0.44)
C (-1.78, 5.68, 0.57)
C (-1.83, 4.31, 0.40)
C (-4.03, 1.06, 1.34)
C (-4.45, 1.84, 2.41)
C (-5.08, 1.24, 3.49)
C (-5.29, -0.14, 3.49)
C (-4.86, -0.92, 2.42)
C (-4.23, -0.32, 1.34)
H (-5.48, 2.53, -1.82)
H (-6.48, 1.47, -3.79)
H (-5.43, -0.52, -4.81)
H (-3.34, -1.44, -3.85)
H (-2.29, -0.36, -1.89)
H (-5.16, 4.00, -0.24)
H (-5.05, 6.43, 0.05)
H (-2.89, 7.52, 0.57)
H (-0.84, 6.16, 0.80)
H (-0.94, 3.71, 0.51)
H (-4.27, 2.91, 2.41)
H (-5.41, 1.84, 4.33)
H (-5.78, -0.60, 4.33)
H (-5.01, -1.99, 2.43)
H (-3.87, -0.93, 0.52)
N (1.28, -1.13, 0.14)
C (2.06, -2.13, 0.26)
C (1.60, -3.47, 0.69)
C (0.43, -4.05, 0.20)
C (0.04, -5.30, 0.67)
C (0.79, -5.95, 1.64)
C (1.95, -5.38, 2.12)
C (2.37, -4.15, 1.63)
C (3.50, -2.00, -0.07)
C (4.08, -2.96, -0.91)
C (5.40, -2.82, -1.30)
C (6.15, -1.75, -0.85)
C (5.59, -0.81, 0.00)
C (4.26, -0.93, 0.38)
H (-0.16, -3.54, -0.54)
H (-0.86, -5.75, 0.28)
H (0.46, -6.91, 2.01)
H (2.54, -5.88, 2.87)
H (3.29, -3.71, 2.00)
H (3.48, -3.79, -1.26)
H (5.83, -3.56, -1.97)
H (7.19, -1.65, -1.15)
H (6.18, 0.02, 0.37)
H (3.81, -0.21, 1.04)
O (1.93, -0.92, -2.79)
C (0.80, -0.48, -2.98)
O (-0.01, 0.00, -2.10)
C (0.22, -0.47, -4.38)
C (-0.73, 0.48, -4.72)
C (-1.24, 0.47, -6.01)
C (-0.86, -0.44, -6.96)
C (0.10, -1.37, -6.58)
C (0.66, -1.39, -5.32)
N (0.53, -2.37, -7.58)
O (0.05, -2.30, -8.69)
O (1.34, -3.20, -7.22)
N (-2.26, 1.48, -6.37)
O (-2.60, 2.27, -5.51)
O (-2.72, 1.43, -7.49)
H (-1.07, 1.20, -3.99)
H (-1.28, -0.44, -7.96)
H (1.42, -2.11, -5.06)

Results
Spin multiplicity: 3
Relative energy (zero: lowest compared OMol25 entry of this formula, charge and spin) (kJ/mol): 64.6
⟨S²⟩: 2.023
DFT total energy (Eh): -6297.87058
Kohn-Sham gap (spin up / spin down) (eV): 6.44 / 6.93
LUMO (spin up / spin down) (eV): -0.59 / -0.93



Q: The lowest DFT total energy belongs to which entry?
A: C54H41AsCl4F5IN4O5PRbSSe



Q: Number 1 is which compound?
A: C54H37N2O8P



Q: Among the records above, which one has the highest DFT total energy?
A: C54H37N2O8P



Q: The lowest DFT total energy belongs to which entry?
A: C54H41AsCl4F5IN4O5PRbSSe